Record 1
The following is a quantum chemistry calculation of 8 unconnected molecules or ions with the total composition H18NO7 at a distorted geometry, from OMol25.

Values from the calculation:
- Highest occupied orbital energy: -14.35 eV
- 2S+1: 1
- Total charge: +1
- Strongest force on any atom: 13.3 eV Å⁻¹

```
26
Properties=species:S:1:pos:R:3:forces:R:3:mulliken_charge:R:1
N -0.5482 -0.1393 0.2121 -0.191 1.039 4.924 -0.1532
H -1.0804 -0.8081 0.8287 0.450 1.465 -0.608 0.3286
H -0.0365 -0.6919 -0.3210 2.620 -3.443 -4.169 0.2437
H 0.2036 0.3996 0.6446 -0.074 -0.147 1.112 0.1975
H -1.0372 0.5427 -0.2739 -1.806 0.879 -1.085 0.3642
O -1.0174 -3.1697 0.1752 6.610 4.893 8.349 -0.4887
H -1.8066 -3.5295 0.2418 -7.363 -2.750 4.779 0.2606
H -1.2246 -3.4006 -0.5940 0.730 -1.994 -13.108 0.2259
O -1.3151 2.4307 1.6515 1.604 -2.136 4.942 -0.6514
H -1.2758 1.9616 2.6608 -1.109 1.610 -3.973 0.3686
H -0.4002 2.7506 1.7992 -0.527 0.489 -0.932 0.2803
O -2.9968 -0.1734 -0.5369 -2.028 0.844 0.735 -0.6964
H -3.7238 -0.3791 0.1854 1.882 1.349 -2.596 0.3454
H -3.1393 0.7073 -1.0329 -0.581 -2.106 1.642 0.3417
O 0.3147 -0.2731 -2.6674 -0.236 0.047 0.473 -0.5818
H -0.5238 -0.0017 -3.0752 0.717 -0.341 -0.356 0.2769
H 0.9370 -0.6174 -3.3236 -0.719 0.264 -0.212 0.2909
O 2.8995 -0.0088 -1.2749 4.164 -3.361 -1.203 -0.5744
H 2.6127 -0.6034 -1.9717 -0.274 0.446 0.264 0.3109
H 2.2882 0.5782 -1.0031 -3.671 2.352 1.027 0.4015
O 1.5685 2.0639 -0.1914 2.443 2.460 0.205 -0.7168
H 1.6382 2.7028 0.6106 0.164 -1.583 -2.259 0.2947
H 2.4063 2.2954 -0.7981 -2.687 -0.367 2.146 0.3189
O 1.5183 -0.8115 2.4497 -3.701 3.788 0.063 -0.5473
H 1.6431 -0.3446 3.2796 0.447 -0.490 0.002 0.2868
H 2.0957 -1.4807 2.3250 3.137 -3.210 -0.163 0.2728
```
Positions in Å, forces in eV/Å.

=====

Record 2
The following is a quantum chemistry calculation of a molecular structure, C2H3FNOP at a distorted geometry, from OMol25.

Values from the calculation:
- Highest occupied orbital energy: -10.13 eV
- 2S+1: 1
- Total charge: 0
- Strongest force on any atom: 2.5 eV Å⁻¹

```
9
Properties=species:S:1:pos:R:3:forces:R:3:mulliken_charge:R:1
C -0.9709 0.0853 0.3556 1.608 -0.014 0.518 0.1406
C 0.4218 0.6509 0.5178 1.295 -0.285 1.092 -0.2481
N -1.0970 -1.0453 -0.2168 -0.216 1.078 0.584 -0.5264
O 1.3337 -0.2880 -0.0901 -0.922 -0.056 -0.961 -0.2804
F 0.2027 -0.8330 -2.2900 0.359 -0.614 1.131 -0.2953
P 0.4726 -1.4905 -0.7770 0.131 -0.006 -1.964 0.3304
H -1.6574 0.7612 0.8443 -1.233 -0.470 -0.186 0.3468
H 0.4474 1.7061 0.0782 0.450 -1.352 0.856 0.2630
H 0.8471 0.4534 1.5781 -1.471 1.719 -1.069 0.2695
```
Positions in Å, forces in eV/Å.

=====

Record 3
The following is a quantum chemistry calculation of 2 unconnected molecules or ions with the total composition C4H8ClN at a distorted geometry, from OMol25.

Values from the calculation:
- Highest occupied orbital energy: -9.47 eV
- 2S+1: 1
- Total charge: 0
- Strongest force on any atom: 3.7 eV Å⁻¹

```
14
Properties=species:S:1:pos:R:3:forces:R:3:mulliken_charge:R:1
C 1.5660 -1.5237 0.4065 0.891 -1.034 -0.956 -0.1672
C -1.4360 -0.4693 -0.8434 -3.124 -0.158 -0.819 -0.9592
C -1.3274 1.6780 0.5103 0.648 -0.853 -0.211 -0.8252
C -1.1043 0.3705 0.2764 2.154 2.311 1.931 0.1772
N 2.1222 -0.4418 0.3546 0.745 -2.340 -0.965 -0.1240
Cl 3.8794 0.2658 -0.3699 -0.417 -0.454 -0.009 -0.2609
H 1.9562 -2.4218 -0.1053 -0.212 0.457 0.229 0.2294
H -1.7216 -1.4275 -0.4685 -0.480 -0.922 0.330 0.3287
H -0.5710 -0.7119 -1.4066 0.751 0.282 -1.086 0.2641
H -2.3603 -0.0911 -1.4272 1.850 -0.453 0.508 0.2880
H -0.6943 2.0992 1.2770 -0.359 0.277 0.373 0.2324
H 1.8847 0.2989 0.8911 -0.702 3.221 1.624 0.3394
H -1.9023 2.3998 -0.0585 -0.264 -0.412 -0.169 0.3038
H -0.2912 -0.0250 0.9634 -1.480 0.077 -0.781 0.1736
```
Positions in Å, forces in eV/Å.

=====

Record 4
The following is a quantum chemistry calculation of C17H23N3O3 in the gas phase at a distorted geometry, from OMol25.

Values from the calculation:
- Highest occupied orbital energy: -8.15 eV
- 2S+1: 1
- Total charge: 0
- Strongest force on any atom: 2.7 eV Å⁻¹

```
46
Properties=species:S:1:pos:R:3:forces:R:3:mulliken_charge:R:1
C 4.6230 -0.6581 -0.8059 -0.251 -0.899 -1.180 -1.3082
C 4.0166 -0.8347 0.5896 0.026 0.435 -0.946 0.9683
C 5.1273 -1.3246 1.4757 1.342 1.874 0.267 -1.7617
C 3.3815 0.4851 1.1151 0.336 -0.186 0.974 -1.3449
C 2.3003 1.1617 0.2772 0.706 0.292 0.377 -0.1678
N 1.4544 0.1629 -0.3305 -0.667 -0.682 -0.221 0.1186
C 0.1832 0.4632 -0.6851 0.598 -2.071 0.619 0.1605
O -0.2939 1.5612 -0.6950 -0.442 2.679 0.027 -0.8139
C -0.6997 -0.7040 -1.0166 -0.140 -0.119 -0.077 0.4820
N 0.1191 -1.8265 -1.4582 -0.254 -0.100 -0.639 -0.5650
C -1.5098 -1.2070 0.1891 0.777 -0.286 0.631 -1.3080
C -2.5857 -0.3500 0.7259 -0.309 1.334 -0.879 0.3862
C -2.4815 0.6389 1.6406 -0.197 -0.615 0.695 -0.9317
N -3.6384 1.3620 1.7706 -0.396 -0.006 -0.790 -0.0526
C -4.5162 0.9095 0.7962 -0.996 0.895 0.016 -0.8872
C -5.8173 1.3097 0.4289 -0.226 -1.604 -0.049 -0.6824
C -6.4587 0.5893 -0.6087 1.712 0.547 0.363 -0.5191
C -5.7335 -0.3735 -1.3736 0.063 0.004 0.635 -0.7385
C -4.4599 -0.7656 -0.9347 -0.533 -0.832 -1.984 0.0025
C -3.8672 -0.0976 0.1102 0.602 -1.413 0.038 1.2856
C 2.9146 2.1749 -0.7374 2.264 -0.829 -0.251 0.6253
O 4.1192 2.3986 -0.8590 -2.530 -0.212 0.306 -0.5923
O 1.9897 2.7171 -1.5035 0.775 0.895 -0.360 -0.5060
H 5.3243 -1.5131 -1.0855 -0.896 1.070 0.457 0.4337
H 5.1470 0.2862 -0.8482 0.379 0.086 -0.062 0.2866
H 3.8402 -0.6087 -1.6027 0.513 -0.047 0.540 0.2412
H 3.2682 -1.6229 0.5213 -0.263 -0.115 0.182 0.2028
H 4.8620 -1.3606 2.4989 -0.529 -0.128 1.251 0.4413
H 5.4994 -2.2875 1.2108 0.219 -0.702 -0.451 0.4369
H 5.9945 -0.5877 1.4477 -0.881 -0.864 -0.164 0.3239
H 4.1779 1.2260 1.2731 -0.088 -0.235 -0.140 0.3948
H 2.9689 0.2931 2.1221 0.059 -0.070 -0.328 0.4030
H 1.6430 1.8116 0.8936 0.362 -0.348 0.085 0.4153
H 1.5927 -0.8575 -0.1895 0.269 1.190 -0.351 0.1919
H -1.3992 -0.2651 -1.7363 -0.051 -0.442 -0.263 0.4020
H 0.3445 -1.7277 -2.4524 0.011 -0.241 0.489 0.2305
H -0.4016 -2.6880 -1.3173 0.229 0.061 -0.306 0.2467
H -0.8089 -1.4220 1.0126 -0.030 -0.055 -0.254 0.3280
H -1.8682 -2.1797 -0.1516 -0.455 -0.035 0.260 0.6557
H -1.6671 0.8731 2.2570 0.991 0.209 0.804 0.5394
H -3.9116 1.8432 2.6027 0.043 0.305 0.074 0.2416
H -6.3871 1.9837 1.0527 0.019 0.255 -0.138 0.3526
H -7.4820 0.8505 -0.8091 -0.185 -0.058 -0.364 0.3935
H -6.1555 -0.8200 -2.2840 0.007 0.121 0.642 0.3590
H -3.8895 -1.5978 -1.4586 -0.859 1.193 0.600 0.2492
H 1.1409 2.5785 -1.0683 -1.123 -0.248 -0.135 0.3809
```
Positions in Å, forces in eV/Å.